The following is a quantum chemistry calculation of a molecular structure, C39H55F6NO4P2PdS2Si, from OMol25.

Computed properties:
lowest unoccupied orbital energy	0.06	eV
energy relative to the best compared isomer or geometry (same formula, charge and spin)	0.000	eV
energy	-118930.236	eV

Structure (XYZ):
```
111
Properties=species:S:1:pos:R:3:forces:R:3
Pd -0.1295 -0.1922 -0.1436 0.4692 0.3667 -0.2144
C 0.9151 -3.2591 3.6508 -0.0331 0.0780 0.0943
F 0.6227 -2.6752 4.8153 0.0158 -0.0501 -0.0429
C -2.8521 -0.4996 3.2137 0.0237 -0.0309 -0.0258
H 0.2743 3.9976 2.3616 -0.0345 -0.0006 -0.0360
Si -0.3202 2.0724 0.0564 -0.1056 0.2304 -0.1098
H -2.2637 -2.0384 1.8464 0.1231 -0.0193 0.0552
C -4.0144 1.1981 -3.1963 -0.0245 -0.0145 -0.0302
H 1.9463 2.3656 -1.8102 -0.0753 -0.0115 -0.0486
H 0.7732 1.0532 -5.1401 0.0254 -0.0060 -0.0122
H -1.0859 3.9537 -1.3457 -0.0350 -0.0026 0.0020
H 3.2722 3.4410 -3.6523 -0.0146 0.0187 0.0010
F 2.1077 -5.0119 -0.5510 -0.0412 0.0298 -0.0200
H 2.2390 4.2905 3.7923 0.0116 0.0149 0.0061
C 3.6799 2.4535 -3.8945 -0.0131 0.0009 0.0123
C 3.4144 1.8440 1.7696 -0.0224 0.0035 -0.0412
H -4.0167 2.1942 -3.6445 0.0107 0.0032 0.0111
C -3.5649 4.1052 1.7315 -0.0769 -0.0173 0.0262
C -2.9216 1.5103 0.9615 0.1006 0.0638 -0.1024
H -2.0223 0.7138 -3.9058 0.0050 0.0034 0.0013
H -5.4817 3.2984 2.2790 -0.0049 0.0086 0.0039
C -2.5798 -0.6819 -2.3588 0.1031 0.0161 0.0260
H 4.1893 0.6419 -2.8758 0.0031 0.0114 -0.0257
C 1.1632 2.4657 1.1412 0.1847 0.0112 -0.0731
H 5.6096 -2.2871 -1.9818 0.0027 0.0180 0.0078
H -4.5165 0.5302 -3.9053 -0.0111 -0.0031 -0.0076
C 1.4385 0.7334 -3.1158 -0.0104 -0.0615 0.0132
O -1.0531 -3.2308 0.4647 -0.1313 -0.0677 0.0373
C 2.2674 3.5718 2.9837 0.0507 0.0139 0.0619
H 4.7445 -3.6969 -1.4127 0.0159 0.0103 -0.0051
H -5.8113 1.5186 -2.0330 0.0017 0.0005 0.0023
H -4.3248 1.9575 -1.2165 0.0054 0.0005 -0.0041
H -4.5065 -2.3369 0.7796 0.0005 0.0038 0.0093
H -3.0667 -1.3792 -3.0501 -0.0040 0.0013 -0.0097
H 5.1542 0.9363 0.0118 -0.0051 0.0556 -0.0466
C -2.3167 3.8247 1.2125 0.0474 -0.0087 -0.0120
H -2.9702 -0.9918 5.3078 0.0019 -0.0002 0.0058
H -5.2894 -0.1263 -0.2547 0.0036 -0.0032 0.0044
H 6.4995 -3.1271 0.2320 -0.0060 -0.0021 -0.0085
H 4.3845 2.0858 -1.8873 0.0053 -0.0098 0.0079
H 1.8104 -0.2741 -3.3337 -0.0017 -0.0137 -0.0160
C -3.0554 -1.5027 4.3461 0.0708 0.0004 0.0448
P 2.1748 0.4619 -0.4470 0.2078 0.1232 0.0106
C -4.7747 1.2105 -1.8758 -0.0391 0.0521 0.0077
C -2.5902 0.7096 -2.9716 0.0602 0.0040 -0.0567
O 2.5615 -1.4539 2.7379 0.0912 0.0175 0.0821
H 4.2788 1.2076 1.6796 0.0419 -0.0472 -0.0039
H -5.5544 -3.3122 2.7723 0.0007 0.0167 -0.0027
C 2.3399 1.3769 -2.0511 0.0382 0.0772 -0.0859
H -3.6198 0.2758 3.2904 0.0553 -0.0590 0.0425
H -1.8891 -0.0031 3.3173 0.1048 0.0155 -0.0263
H 5.3640 -0.0192 -1.4214 -0.0021 -0.0591 0.0131
H 2.7654 2.3976 -5.8590 -0.0031 0.0156 0.0044
F 0.1568 -5.3123 -1.4431 0.0143 -0.0085 0.0858
H 4.6916 2.6162 -4.2718 0.0053 -0.0096 -0.0178
H -3.4332 -1.8078 -0.7883 0.0023 0.0461 -0.0028
O 0.1509 -1.0636 2.4518 -0.4582 0.0891 0.0117
H -4.5329 -2.9331 5.0267 0.0162 -0.0163 -0.0119
H -2.0845 1.4002 -2.2914 0.0385 0.0580 0.0423
C -4.4077 -2.1959 4.2309 -0.0434 0.0520 0.0264
H 0.9453 2.5255 -4.1991 -0.0316 0.0028 0.0042
H -3.8296 -3.6464 2.7493 0.0112 -0.0165 0.0055
H -2.2566 -2.2494 4.3132 0.0315 -0.0172 -0.0074
F 1.9696 -4.0513 3.8210 -0.0151 0.0133 -0.0471
H -5.3180 -0.8591 -1.8394 0.0003 -0.0070 0.0038
C 3.3835 2.7759 2.7983 -0.0009 0.0133 0.0223
H 7.0314 -0.8488 0.0203 -0.0045 0.0163 0.0053
H 0.6597 3.7927 -1.4917 0.0045 0.0683 0.0301
H 2.8096 -2.5448 -0.9196 -0.0471 -0.0042 0.0052
H 0.4261 0.5982 -2.7242 0.0131 0.0128 0.0256
H -5.2011 -1.4506 4.3657 -0.0096 -0.0114 0.0089
C -0.2737 3.2322 -1.4570 -0.0579 0.0054 0.1553
C -4.3681 -1.8334 1.7368 0.0540 -0.0275 -0.0641
O 0.5095 -2.4660 -1.2536 -0.0852 0.1913 0.2550
H 4.2306 2.8623 3.4655 0.0144 -0.0017 0.0114
C 0.7963 -4.9039 -0.3458 -0.0548 0.0407 -0.0976
C 5.6186 -2.4872 0.1590 0.0244 -0.0452 0.0173
F 0.4523 -5.6866 0.6720 0.0496 0.0396 -0.0097
C 3.6037 -1.8776 -1.2210 -0.0757 0.0424 -0.0726
H -3.8165 5.1157 2.0263 -0.0112 0.0101 -0.0003
C -3.3450 -0.7433 -1.0332 -0.1294 -0.1496 0.1389
C 1.1623 3.4106 2.1606 -0.0621 -0.0361 0.0289
C 1.4063 1.5528 -4.4028 -0.0536 0.0186 0.0004
H -1.6092 4.6369 1.0857 0.0410 -0.0134 0.0036
H 3.5120 -1.0079 0.7515 0.0039 -0.0933 -0.0145
H -4.9296 1.0215 1.5906 -0.0134 -0.0292 -0.0046
C -4.5017 3.0840 1.8727 -0.0074 0.1016 0.0200
N 1.3805 -2.7920 1.0665 0.2877 0.0417 -0.0715
C 4.9379 -2.6448 -1.1956 0.0090 -0.0639 -0.0219
C 3.6384 -0.6618 -0.2781 0.0382 0.0563 0.0589
P -2.3674 -0.1508 0.4389 -0.6319 -0.0201 -0.0733
S 1.2684 -1.9545 2.3923 0.3341 -0.4946 0.1675
H 3.2540 0.8302 -5.2352 0.0016 -0.0077 -0.0124
C -2.9672 -1.2074 1.8556 -0.0328 -0.0698 -0.0106
H -5.1482 -1.0697 1.8138 0.0079 0.0395 -0.0059
C -4.1855 1.7979 1.4878 0.0316 -0.0283 -0.1871
S 0.3047 -3.1578 0.0023 -0.2972 -0.4430 0.0316
F -0.1237 -4.0064 3.2739 -0.0088 0.0654 0.0126
C 5.0626 -0.0739 -0.3780 -0.0397 0.0572 0.1209
H 3.3772 -1.5561 -2.2419 0.0111 -0.0134 -0.0122
C 2.3273 1.7039 0.9156 -0.0783 -0.0896 -0.0885
H 6.0048 -0.7774 1.4414 -0.0205 -0.0278 0.0112
C -4.5694 -2.8476 2.8637 0.0045 -0.0329 -0.0183
C -4.7572 -0.1620 -1.2053 -0.0060 -0.0692 -0.0076
C -1.9681 2.5186 0.8454 -0.0639 0.0329 0.0445
H 4.9318 -2.8188 0.9426 -0.0198 0.0216 0.0024
H -0.4085 2.7446 -2.4175 0.0140 -0.0986 -0.0696
H -1.5569 -1.0451 -2.2208 -0.0361 -0.0007 -0.0234
C 3.7395 1.6054 -2.6245 0.0474 -0.0020 0.0359
C 2.8063 1.7896 -4.9531 0.0521 -0.0156 0.0052
C 6.0110 -1.0173 0.3747 0.0457 0.0290 0.0272
```
Forces are in eV/Å.